Record 1
Density functional theory data (the ωB97M-V functional and the def2-TZVPD basis) for an isolated molecule of C25H31N3O6S at a distorted geometry.

Atoms and positions in Å:
O 0.03548 -2.20736 -2.02219
C -0.98708 -1.68601 -1.64202
N -1.06929 -0.57209 -0.88156
C -0.01845 0.15074 -0.30958
C 1.18093 -0.45508 0.02550
C 2.15797 0.27979 0.66753
C 1.95618 1.60645 0.98902
C 0.76308 2.21813 0.64969
C -0.24024 1.51447 -0.01537
N -1.48444 2.04969 -0.35420
C -1.79741 2.16908 -1.77341
H -1.24999 1.44162 -2.36878
C -1.43412 3.61896 -2.14770
H -2.09134 4.00342 -2.92463
C -1.56630 4.39979 -0.82919
H -0.62886 4.89351 -0.57708
H -2.34444 5.15890 -0.87875
C -1.91359 3.31647 0.20889
H -1.47666 3.48984 1.18875
H -3.00075 3.25427 0.32803
H -0.40972 3.65993 -2.51644
H -2.87196 2.00371 -1.90382
H 0.62357 3.25909 0.89382
H 2.73586 2.14089 1.50651
S 3.70126 -0.49531 1.10867
O 3.50402 -1.91671 1.18004
O 4.24567 0.16883 2.25842
N 4.63603 -0.04394 -0.21584
C 6.03362 0.22736 0.06303
H 6.07765 0.74319 1.02131
C 6.83568 -1.07497 0.11272
H 7.90379 -0.87503 0.21449
O 6.68368 -1.80582 -1.08440
C 5.32839 -2.13856 -1.30669
H 5.30101 -2.69001 -2.24774
C 4.45943 -0.87964 -1.38908
H 3.40668 -1.14958 -1.46129
H 4.74349 -0.28483 -2.26379
H 4.95629 -2.77333 -0.49143
H 6.48633 -1.67325 0.96783
H 6.41522 0.87707 -0.73119
H 1.34108 -1.50112 -0.17465
H -1.99352 -0.20740 -0.68139
C -2.35786 -2.23241 -2.05308
H -2.40902 -3.29915 -1.80734
H -2.46542 -2.12456 -3.13768
O -3.41738 -1.53875 -1.40817
C -4.35287 -2.26888 -0.77101
O -4.40169 -3.46629 -0.80234
C -5.28265 -1.37143 0.00557
H -5.11001 -0.33409 -0.28049
H -6.31241 -1.65200 -0.21845
C -5.01623 -1.56994 1.51000
C -3.60357 -1.19760 1.87169
C -3.28528 0.10512 2.23386
C -1.98920 0.44359 2.58160
C -0.98929 -0.51306 2.55643
C -1.29168 -1.80919 2.17384
C -2.59055 -2.14901 1.83798
H -2.82565 -3.16613 1.55840
H -0.51312 -2.55631 2.14710
H 0.02097 -0.25326 2.83440
H -1.76065 1.45445 2.88432
H -4.06359 0.85500 2.26387
H -5.19686 -2.61764 1.75570
H -5.72026 -0.95363 2.07177

SMILES: O=C(COC(=O)CCc1ccccc1)Nc1cc(S(=O)(=O)N2CCOCC2)ccc1N1CCCC1
HOMO energy in eV: -8.269
Frontier orbital gap in hartree: 0.321
Net charge: 0
Energy relative to the best compared isomer or geometry (same formula, charge and spin) in eV: 0.198
Energy in eV: -54019.13421

Record 2
Density functional theory data (the ωB97M-V functional and the def2-TZVPD basis) for a cluster of 2 separate species, C4H7I in total at a distorted geometry.

Atoms and positions in Å:
C -1.30244 0.23894 -0.02586
C -0.22672 1.37311 -0.35278
C 0.10760 -0.09561 -0.18451
C 1.09165 -0.71476 0.83024
I 0.36222 -2.09220 -2.86559
H -1.72537 0.12279 0.99198
H -2.00915 -0.17380 -0.68506
H -0.34004 1.93820 -1.40600
H 0.26534 1.92686 0.45096
H 1.47803 0.16762 1.34056
H 1.88285 -1.39227 0.47803
H 0.41603 -1.29888 1.42805

HOMO energy in eV: -8.297
Frontier orbital gap in hartree: 0.222
Net charge: 0
Energy relative to the best compared isomer or geometry (same formula, charge and spin) in eV: 2.807
Energy in eV: -12358.10148

Copy entry 1 word for word.
Density functional theory data (the ωB97M-V functional and the def2-TZVPD basis) for an isolated molecule of C25H31N3O6S at a distorted geometry.

Atoms and positions in Å:
O 0.03548 -2.20736 -2.02219
C -0.98708 -1.68601 -1.64202
N -1.06929 -0.57209 -0.88156
C -0.01845 0.15074 -0.30958
C 1.18093 -0.45508 0.02550
C 2.15797 0.27979 0.66753
C 1.95618 1.60645 0.98902
C 0.76308 2.21813 0.64969
C -0.24024 1.51447 -0.01537
N -1.48444 2.04969 -0.35420
C -1.79741 2.16908 -1.77341
H -1.24999 1.44162 -2.36878
C -1.43412 3.61896 -2.14770
H -2.09134 4.00342 -2.92463
C -1.56630 4.39979 -0.82919
H -0.62886 4.89351 -0.57708
H -2.34444 5.15890 -0.87875
C -1.91359 3.31647 0.20889
H -1.47666 3.48984 1.18875
H -3.00075 3.25427 0.32803
H -0.40972 3.65993 -2.51644
H -2.87196 2.00371 -1.90382
H 0.62357 3.25909 0.89382
H 2.73586 2.14089 1.50651
S 3.70126 -0.49531 1.10867
O 3.50402 -1.91671 1.18004
O 4.24567 0.16883 2.25842
N 4.63603 -0.04394 -0.21584
C 6.03362 0.22736 0.06303
H 6.07765 0.74319 1.02131
C 6.83568 -1.07497 0.11272
H 7.90379 -0.87503 0.21449
O 6.68368 -1.80582 -1.08440
C 5.32839 -2.13856 -1.30669
H 5.30101 -2.69001 -2.24774
C 4.45943 -0.87964 -1.38908
H 3.40668 -1.14958 -1.46129
H 4.74349 -0.28483 -2.26379
H 4.95629 -2.77333 -0.49143
H 6.48633 -1.67325 0.96783
H 6.41522 0.87707 -0.73119
H 1.34108 -1.50112 -0.17465
H -1.99352 -0.20740 -0.68139
C -2.35786 -2.23241 -2.05308
H -2.40902 -3.29915 -1.80734
H -2.46542 -2.12456 -3.13768
O -3.41738 -1.53875 -1.40817
C -4.35287 -2.26888 -0.77101
O -4.40169 -3.46629 -0.80234
C -5.28265 -1.37143 0.00557
H -5.11001 -0.33409 -0.28049
H -6.31241 -1.65200 -0.21845
C -5.01623 -1.56994 1.51000
C -3.60357 -1.19760 1.87169
C -3.28528 0.10512 2.23386
C -1.98920 0.44359 2.58160
C -0.98929 -0.51306 2.55643
C -1.29168 -1.80919 2.17384
C -2.59055 -2.14901 1.83798
H -2.82565 -3.16613 1.55840
H -0.51312 -2.55631 2.14710
H 0.02097 -0.25326 2.83440
H -1.76065 1.45445 2.88432
H -4.06359 0.85500 2.26387
H -5.19686 -2.61764 1.75570
H -5.72026 -0.95363 2.07177

SMILES: O=C(COC(=O)CCc1ccccc1)Nc1cc(S(=O)(=O)N2CCOCC2)ccc1N1CCCC1
HOMO energy in eV: -8.269
Frontier orbital gap in hartree: 0.321
Net charge: 0
Energy relative to the best compared isomer or geometry (same formula, charge and spin) in eV: 0.198
Energy in eV: -54019.13421